(1)
Formula: C2O2S2
Source: OMol25
Level of theory: ωB97M-V/def2-TZVPD

- E_HOMO (Eh) = -0.3856
- orbital gap (eV) = 11.0365
- calculated total energy (Ha) = -1023.094948
- relative energy (zero: lowest compared OMol25 entry of this formula, charge and spin) (eV) = 0.290
- SMILES = O=C=S.O=C=S

```
! RIJCOSX wB97M-V def2-TZVPD def2/J DEFGRID3
* xyz 0 1
C 1.4486 -0.0870 0.3920
C -1.4449 0.1949 -0.5044
O 1.0356 0.7152 1.1104
O -0.5570 0.0427 -1.2334
S -2.4984 0.3753 0.5909
S 2.0161 -1.2410 -0.3554
*
```



(2)
Formula: C21H30BrClN6O4Ta
Source: OMol25
Level of theory: ωB97M-V/def2-TZVPD

- E_HOMO (Eh) = -0.5899
- orbital gap (eV) = 5.4212
- calculated total energy (Ha) = -4538.146054
- relative energy (zero: lowest compared OMol25 entry of this formula, charge and spin) (eV) = 0.704

```
! RIJCOSX wB97M-V def2-TZVPD def2/J DEFGRID3
* xyz 3 1
Ta 0.3628 -0.2785 -0.2966
C 0.8635 1.6805 -2.8812
N -0.1665 2.5874 -2.4401
C -0.5728 3.6946 -3.3108
C -1.5399 4.4701 -2.4206
N -1.6014 3.6715 -1.1807
C -2.5819 4.1380 -0.1948
C -0.7872 2.6150 -1.2621
N -0.5108 1.6674 -0.3026
C -0.9702 1.9984 1.0719
C -0.7785 0.8113 2.0143
N 0.5247 0.1670 1.6890
C 1.4242 0.0104 2.7219
N 2.7152 0.2975 2.5981
C 3.3840 0.9603 1.4933
C 3.4319 0.0051 3.8491
C 2.2878 -0.2836 4.8287
N 1.1211 -0.4074 3.9406
C -0.1095 -1.0059 4.4392
H 1.3961 2.1451 -3.7079
H 0.4497 0.7453 -3.2530
H 1.6049 1.5053 -2.0869
H -1.0423 3.3096 -4.2160
H 0.2995 4.2827 -3.5945
H -2.5343 4.5550 -2.8557
H -1.1805 5.4721 -2.1869
H -2.9701 5.0865 -0.5538
H -2.1422 4.3288 0.7794
H -3.4277 3.4562 -0.1049
H -2.0260 2.2409 1.0916
H -0.3866 2.8468 1.4359
H -1.5971 0.0983 1.8952
H -0.7912 1.1784 3.0367
H 3.8455 0.2455 0.8136
H 4.1665 1.5994 1.8965
H 2.6787 1.5877 0.9436
H 4.0294 0.8645 4.1461
H 4.0981 -0.8470 3.7083
H 2.1244 0.5281 5.5398
H 2.4345 -1.2023 5.3921
H 0.1501 -1.8554 5.0680
H -0.7235 -1.3686 3.6187
H -0.6746 -0.2973 5.0472
Cl 3.5555 -0.4778 -3.7245
C 2.9253 -1.9440 -2.8874
C 1.9145 -1.3044 -1.9997
O 0.6992 -1.1738 -2.2999
O 2.2587 -0.7425 -0.8748
H 3.7409 -2.4148 -2.3481
H 2.4877 -2.6058 -3.6263
Br -5.5022 -3.9738 -2.6970
C -3.7708 -4.2499 -1.9929
C -3.1945 -5.5188 -2.0427
C -1.9191 -5.7317 -1.5283
C -1.2134 -4.6906 -0.9643
C -1.7948 -3.4134 -0.9252
C -3.0836 -3.1927 -1.4377
C -1.0453 -2.3042 -0.4225
O -1.4795 -1.0654 -0.5077
O 0.1382 -2.3803 0.0623
H -3.7513 -6.3368 -2.4804
H -1.4851 -6.7213 -1.5681
H -0.2266 -4.8526 -0.5513
H -3.5318 -2.2099 -1.3928
*
```



(3)
Formula: C21H28N4OS
Source: OMol25
Level of theory: ωB97M-V/def2-TZVPD

- E_HOMO (Eh) = -0.2927
- orbital gap (eV) = 8.6300
- calculated total energy (Ha) = -1509.511011
- relative energy (zero: lowest compared OMol25 entry of this formula, charge and spin) (eV) = 0.000
- SMILES = CC(C)CCNC(=O)CNC(=S)N(Cc1ccccc1)Cc1cccnc1

```
! RIJCOSX wB97M-V def2-TZVPD def2/J DEFGRID3
* xyz 0 1
C -6.8979 -1.1598 -0.8473
H -7.8421 -0.6453 -1.0093
H -7.1050 -2.0980 -0.3365
H -6.4656 -1.3808 -1.8193
C -5.9636 -0.2912 -0.0082
C -6.6610 0.1231 1.2865
H -7.5799 0.6621 1.0689
H -6.0187 0.7683 1.8811
H -6.9112 -0.7539 1.8799
C -4.6550 -1.0177 0.3210
C -3.7870 -1.2844 -0.9093
N -2.5003 -1.8345 -0.5401
C -1.3516 -1.1464 -0.6502
O -1.2664 -0.0308 -1.1255
C -0.1222 -1.8968 -0.1485
N 1.0149 -1.0275 -0.2791
C 2.0551 -1.0804 0.5782
N 2.9635 -0.0778 0.5308
C 4.1887 -0.1477 1.2948
C 5.3906 -0.3478 0.4152
C 6.5633 0.3731 0.6023
C 7.6392 0.1441 -0.2394
C 7.4955 -0.7961 -1.2480
N 6.3846 -1.4876 -1.4383
C 5.3673 -1.2723 -0.6272
H 4.4835 -1.8688 -0.8135
H 8.3024 -1.0088 -1.9367
H 8.5645 0.6858 -0.1173
H 6.6328 1.1011 1.3995
H 4.0873 -0.9986 1.9800
H 4.3025 0.7664 1.8889
C 2.8173 1.0360 -0.3867
C 1.5749 1.8567 -0.1175
C 0.8776 2.4407 -1.1674
C -0.2612 3.1861 -0.9232
C -0.7169 3.3520 0.3727
C -0.0247 2.7772 1.4246
C 1.1178 2.0369 1.1821
H 1.6491 1.5813 2.0053
H -0.3763 2.9020 2.4383
H -1.6127 3.9242 0.5629
H -0.7995 3.6268 -1.7483
H 1.2240 2.3017 -2.1816
H 2.8139 0.6798 -1.4254
H 3.7004 1.6705 -0.2644
S 2.2074 -2.3652 1.6247
H 0.7670 -0.1502 -0.7308
H -0.2479 -2.1981 0.8997
H 0.0215 -2.8087 -0.7424
H -2.4931 -2.7344 -0.0860
H -4.2831 -1.9808 -1.5908
H -3.5839 -0.3496 -1.4361
H -4.0761 -0.4044 1.0154
H -4.8826 -1.9641 0.8186
H -5.7206 0.6128 -0.5771
*
```



(4)
Formula: C6H7Br
Source: OMol25
Level of theory: ωB97M-V/def2-TZVPD

- E_HOMO (spin up / spin down) (Eh) = -0.3137 / -0.3049
- orbital gap (spin up / spin down) (eV) = 8.4955 / 7.7947
- calculated total energy (Ha) = -2806.611976
- relative energy (zero: lowest compared OMol25 entry of this formula, charge and spin) (eV) = 4.668

```
! RIJCOSX wB97M-V def2-TZVPD def2/J DEFGRID3
* xyz 0 1
C 1.0239 -1.1615 -0.0187
C 1.7987 -0.1044 0.1823
C -0.4651 -1.2018 0.1209
C -0.7039 1.3853 -0.7124
C -0.2359 1.3530 0.6792
C -1.0589 0.1682 0.2346
Br 3.6684 0.1844 -0.0898
H 1.2832 -2.2219 -0.1754
H -1.1663 -1.7176 -0.6274
H -0.6557 -1.6244 1.0518
H -1.5478 1.9847 -0.9688
H 0.0140 1.1405 -1.5309
H 0.1798 1.7401 1.5893
H -2.1344 0.0753 0.2654
*
```